{
  "formula": "C32H67BBr12N5O5S",
  "method": "ωB97M-V with the def2-TZVPD basis set",
  "species": ["Br", "Br", "Br", "Br", "Br", "Br", "Br", "Br", "Br", "Br", "Br", "Br", "S", "O", "O", "O", "O", "O", "N", "N", "N", "N", "N", "C", "C", "C", "C", "C", "C", "C", "C", "C", "C", "C", "C", "C", "C", "C", "C", "C", "C", "C", "C", "C", "C", "C", "C", "C", "C", "C", "C", "C", "C", "C", "C", "B", "H", "H", "H", "H", "H", "H", "H", "H", "H", "H", "H", "H", "H", "H", "H", "H", "H", "H", "H", "H", "H", "H", "H", "H", "H", "H", "H", "H", "H", "H", "H", "H", "H", "H", "H", "H", "H", "H", "H", "H", "H", "H", "H", "H", "H", "H", "H", "H", "H", "H", "H", "H", "H", "H", "H", "H", "H", "H", "H", "H", "H", "H", "H", "H", "H", "H", "H"],
  "positions_angstrom": [[-4.1130, 5.1800, 2.2164], [8.7892, -2.8383, 2.4442], [-3.2487, -5.9514, -1.5892], [4.9382, -5.0578, 0.0875], [5.3048, 0.9582, -6.1349], [2.5832, -6.2218, 2.6836], [-2.6110, -9.4484, -0.5865], [-7.3132, -4.5789, 3.7976], [-4.7882, -3.5600, 6.2931], [-1.6146, 2.5669, 1.4609], [5.3275, -2.3252, 3.6249], [5.1028, 4.4700, -5.0088], [5.3457, 0.5746, -1.6259], [0.1412, 6.0665, -2.3244], [-3.6116, 5.0082, -3.2732], [-4.8451, -1.1788, 1.3368], [-0.7957, 2.2176, -3.2096], [-2.1283, 3.4224, -4.8288], [1.5976, 2.7442, -2.6236], [2.8109, 2.9441, -0.4961], [0.6619, 6.4086, 0.1574], [0.3141, 3.9282, -0.8872], [3.9918, 3.3310, -1.1096], [-4.3971, -7.2058, -0.6332], [-1.6732, 2.0858, -4.4200], [2.1328, 6.6280, 0.4223], [-5.7930, -2.4767, 5.0192], [-4.7948, -0.2687, 0.1654], [0.4629, 2.8957, -3.6098], [6.4415, 3.1069, -4.6137], [6.7295, 2.2553, -5.8278], [6.3950, -1.2616, 2.3858], [-3.5950, -3.4771, 1.4040], [-7.2167, -2.9650, 4.8895], [2.9457, 2.0603, 2.0114], [-0.8659, -3.5206, 1.3678], [2.8972, -6.9074, 0.8842], [1.8628, -1.6546, 1.9265], [0.3837, -3.3509, 0.3177], [-2.2499, -3.1530, 0.5125], [-4.8721, -2.5816, 0.8598], [-4.3203, 4.5893, -4.4951], [4.6877, 2.1282, -1.2699], [1.5833, 3.2324, -1.3094], [-3.6010, -8.0448, 0.3386], [7.2351, -2.1431, 1.4917], [-3.5034, 3.4150, -5.3502], [2.2776, -0.3470, 0.9744], [1.8325, -3.0223, 1.0158], [-2.8775, 2.6962, 2.9423], [1.7112, 1.0052, 1.7117], [-4.2057, 3.2494, 2.4818], [-0.1300, 6.0929, 1.4046], [4.3659, -6.8689, 0.5327], [2.7267, 3.3267, 0.9483], [0.3971, 5.4400, -0.9793], [-3.4269, 4.2330, -2.6662], [0.3770, 5.3434, 2.1458], [2.6298, -2.9274, 0.1614], [5.6672, -0.6967, 1.7967], [2.4676, 2.2322, -2.9618], [-4.9218, -7.7971, -1.3888], [-5.1195, -6.5805, -0.1012], [2.3821, 7.7470, 0.0977], [-0.2346, 7.1212, 2.0015], [-2.9919, 1.6719, 3.3079], [1.7749, 3.9056, 1.2910], [-4.8686, -2.6792, -0.3169], [-5.7686, -1.4626, 5.4277], [-1.2539, 5.7557, 1.1877], [-0.8430, -2.7869, 2.2814], [6.0710, 2.5339, -3.7591], [-1.1133, 1.5799, -5.3285], [-7.6839, -3.2012, 5.8496], [4.0146, 1.6231, 1.8056], [-5.4185, 4.1804, -4.2875], [6.8371, 2.8346, -6.7489], [-5.8558, -3.0824, 1.2584], [2.8346, 2.5262, 3.1055], [2.1415, -3.9208, 1.7115], [-5.2392, -2.4969, 4.0764], [7.3332, 3.6637, -4.3126], [4.5629, -7.4582, -0.3672], [0.8526, 1.5158, 1.0654], [1.7407, -0.4474, -0.0679], [-2.3996, 3.3022, 3.7171], [-0.9952, -4.6093, 1.7941], [2.2728, -6.3195, 0.2057], [5.0150, -7.2194, 1.3401], [-3.7426, -0.4268, -0.3416], [0.1266, -2.4895, -0.4617], [2.5325, -7.9381, 0.9055], [-3.6025, 3.7052, -6.4819], [2.6723, -1.6973, 2.7878], [-2.1704, -2.0213, 0.1707], [0.4993, -4.3863, -0.2432], [-2.2019, -3.8114, -0.4591], [2.4615, 6.5108, 1.5395], [3.6473, 4.0555, 1.1661], [2.8177, 5.9534, -0.2857], [-4.0955, 2.4190, -5.1813], [0.8377, -1.3992, 2.4392], [7.6472, -1.5668, 0.6586], [-5.6927, -0.4600, -0.5717], [0.2554, 4.0224, -3.9397], [-0.8434, 5.8446, -2.4767], [-3.8675, -4.6209, 1.2473], [-2.5292, 1.3478, -4.1048], [-4.9708, 3.1048, 3.2496], [-4.2661, -8.5733, 1.0271], [-7.8305, -2.2289, 4.3629], [-2.8728, -7.4678, 0.9154], [1.2521, 0.7147, 2.7695], [7.6308, 1.6556, -5.6733], [6.6908, -3.0055, 1.0966], [6.9856, -0.5667, 2.9892], [3.4404, -0.2834, 0.8255], [-4.5544, 2.8147, 1.5410], [-0.0326, 3.6095, 0.0570], [-4.4387, 5.5246, -5.2096], [-4.8866, 0.8412, 0.5465], [0.8023, 2.3537, -4.6182], [-3.3539, -3.2370, 2.5282]],
  "lowdin_charge": [0.644, 0.622, 0.658, 0.645, 0.587, 0.657, 0.606, 0.597, 0.602, 0.749, 0.642, 0.593, 0.700, 0.039, -0.128, -0.263, -0.144, -0.172, 0.147, -0.155, -0.147, 0.185, 0.027, -0.678, -0.175, -0.101, -0.699, -0.112, -0.146, -0.702, -0.683, -0.684, -0.163, -0.686, -0.141, -0.199, -0.665, -0.192, -0.202, -0.235, -0.220, -0.191, -0.442, -0.059, -0.698, -0.707, -0.159, -0.199, -0.236, -0.632, -0.214, -0.685, -0.128, -0.665, -0.172, -0.491, 0.104, 0.080, 0.085, 0.024, 0.166, 0.056, 0.053, 0.116, 0.121, 0.067, 0.104, 0.131, 0.059, 0.064, 0.102, -0.011, 0.155, 0.055, 0.104, 0.131, 0.058, 0.104, 0.134, 0.010, 0.026, 0.065, 0.062, 0.035, 0.109, 0.062, 0.119, 0.046, 0.059, 0.093, 0.114, 0.063, 0.137, 0.061, 0.106, 0.114, 0.024, 0.106, 0.142, 0.095, 0.126, 0.096, 0.052, 0.109, 0.164, 0.123, 0.105, 0.154, 0.068, 0.062, 0.059, 0.048, 0.119, 0.062, -0.016, 0.056, 0.071, 0.029, -0.020, 0.136, 0.078, 0.161, 0.115],
  "fmax_ha_per_bohr": 0.156,
  "total_charge": 1,
  "orbital_gap_ev": 6.879,
  "multiplicity": 1,
  "e_lumo_ev": -4.36
}